(1)
Computed, not measured: a cluster of 11 separate species, C36H72O14 in total, with ωB97M-V/def2-TZVPD.

```
122
Properties=species:S:1:pos:R:3:forces:R:3:lowdin_charge:R:1
O -3.490 -6.873 -0.935 3.7 3.0 0.6 0.0356
C -2.462 -6.127 -0.780 -5.7 -2.6 -4.3 -0.5126
O -2.093 -5.243 -1.751 -0.4 -0.2 0.8 -0.0181
C -2.816 -5.214 -2.957 -3.2 2.6 -1.9 -0.2219
C -2.596 -3.813 -3.715 -1.9 -0.6 -1.3 -0.0633
C -1.561 -6.200 0.285 -1.3 -3.5 5.0 0.0058
H -3.961 -5.345 -3.014 1.3 0.5 1.8 0.1388
H -2.664 -6.058 -3.581 1.5 -0.7 -0.7 0.0996
H -1.584 -3.611 -3.849 2.0 0.2 -0.1 0.0187
H -3.013 -2.834 -3.340 0.0 -1.5 0.5 0.0658
H -3.021 -3.844 -4.805 0.6 -0.4 1.9 0.1034
H -0.611 -5.920 0.038 2.5 0.6 -0.6 0.0379
H -1.659 -7.371 0.698 0.6 3.3 -1.0 0.1833
H -1.921 -5.568 1.134 0.2 -0.4 -0.5 0.1067
O -0.070 1.257 1.786 0.9 0.2 -0.1 0.1079
C 0.097 1.406 0.608 -1.8 -1.7 -1.9 -0.4881
O -0.166 0.380 -0.312 1.1 -1.0 1.6 -0.0716
C -0.131 -0.948 0.305 1.4 -2.4 0.3 -0.1869
C -0.595 -2.056 -0.821 12.1 -2.0 2.9 -0.0243
C 0.268 2.680 -0.132 0.8 -2.3 -4.3 0.0392
H -0.796 -0.967 1.245 0.8 0.0 -1.6 0.1117
H 0.974 -1.286 0.662 -2.4 1.3 -0.7 0.1360
H -1.346 -1.635 -1.085 -9.7 4.2 -4.1 -0.0899
H -0.727 -3.031 -0.329 0.2 0.4 -0.6 0.0621
H 0.288 -2.028 -1.788 -2.8 -0.4 3.1 0.1704
H -0.255 2.829 -1.176 1.2 -1.0 2.1 0.1333
H 1.286 2.982 -0.202 0.9 0.1 -0.2 0.0749
H -0.187 3.263 0.492 -2.5 4.4 3.4 0.0186
O -3.829 2.458 -3.529 -0.1 3.1 0.4 0.1137
C -3.702 1.301 -3.728 -2.9 -0.5 0.7 -0.6653
O -2.620 0.726 -4.041 2.6 -1.3 0.1 0.0019
C -1.416 1.489 -4.321 0.4 -1.1 1.3 -0.1794
C -0.301 0.445 -4.076 -0.1 0.1 -2.1 -0.0537
C -4.817 0.308 -3.573 2.3 0.7 5.2 0.0511
H -1.119 2.414 -3.775 -1.2 -0.8 0.6 0.0959
H -1.680 1.879 -5.270 0.9 -0.1 -1.6 0.1166
H 0.489 0.970 -4.632 0.5 -1.0 -0.3 0.0711
H -0.579 -0.640 -4.512 0.9 2.6 1.1 0.1288
H 0.094 0.487 -3.048 -0.8 -0.5 -0.2 0.0570
H -5.732 0.759 -3.345 -1.4 0.7 -0.2 0.0685
H -4.503 -0.229 -2.551 -0.7 0.6 -2.3 0.1346
H -4.755 -0.310 -4.355 -0.4 -2.8 -2.7 0.0367
C 0.421 -1.782 4.072 -0.2 0.3 -2.3 -0.0377
C -1.026 -1.670 4.339 -3.5 4.5 1.4 -0.4166
O -1.613 -0.507 4.679 3.1 -6.3 -1.9 -0.0387
C -1.796 -2.981 4.268 0.6 1.8 0.2 -0.0331
H 0.747 -0.769 4.364 0.8 -0.5 -0.9 0.0704
H 0.564 -2.191 2.841 0.0 1.4 3.9 0.1699
H 0.780 -2.504 4.805 0.4 -0.3 -0.4 0.0788
H -2.722 -2.744 4.684 -1.9 0.2 0.4 0.0538
H -1.356 -3.669 4.976 0.5 -0.6 -0.5 0.0883
H -1.944 -3.284 3.230 0.3 -0.5 0.3 0.0637
C -3.107 1.680 2.586 -2.5 3.5 -0.7 0.0103
C -3.116 2.411 1.219 0.0 4.6 3.4 -0.4176
O -2.940 3.658 1.252 -0.2 -3.0 -0.8 0.0346
C -3.406 1.699 0.004 3.0 2.3 -4.1 -0.0168
H -2.293 1.120 2.475 3.2 -3.1 0.4 -0.0058
H -4.022 1.168 2.762 -0.6 -1.1 -0.2 0.0743
H -3.014 2.358 3.454 0.3 0.0 -0.9 0.1090
H -2.862 2.074 -1.023 -1.8 0.4 2.5 0.1533
H -4.393 1.495 -0.141 -3.1 0.1 -0.5 0.0660
H -2.975 0.799 -0.113 1.7 -3.8 0.9 0.0150
C 3.571 5.357 -0.477 7.7 1.5 5.5 0.0163
C 4.939 5.121 -1.139 -1.6 -4.7 -5.0 -0.3054
O 5.002 4.144 -2.071 -0.1 5.2 5.1 -0.0570
C 6.139 5.882 -0.692 -0.4 -6.0 -0.1 0.0007
H 3.247 6.321 -0.162 0.7 1.3 0.2 0.0896
H 3.612 4.772 0.503 0.2 0.7 -1.0 0.1017
H 2.821 5.028 -0.896 -7.1 -3.9 -5.2 -0.0425
H 6.065 6.826 -0.870 -0.6 6.0 -1.1 0.0269
H 7.001 5.453 -1.150 0.6 -0.2 -0.3 0.0901
H 6.144 5.705 0.343 0.4 0.0 1.7 0.0856
C 3.026 1.193 3.833 -3.1 -1.8 -0.2 -0.0303
C 3.201 2.578 3.938 3.7 6.1 6.2 -0.3224
O 3.670 3.186 5.073 -2.9 -3.4 -6.0 -0.0456
C 3.143 3.427 2.698 -7.0 -4.8 4.5 0.0095
H 2.233 0.991 3.092 0.1 -0.1 0.3 0.0917
H 2.871 0.611 4.714 -0.3 0.1 0.9 0.0926
H 3.876 0.810 3.417 2.6 -1.0 -1.4 0.0580
H 3.823 3.210 2.124 7.5 -2.4 -6.0 -0.0232
H 3.129 4.322 2.961 0.6 8.0 2.4 0.0178
H 2.228 3.340 2.172 -1.2 -0.8 -0.6 0.0890
C 5.061 -4.136 0.981 4.6 0.9 2.8 -0.0745
C 3.649 -4.447 0.918 -5.5 4.5 0.1 -0.4097
O 2.689 -3.467 1.132 5.8 -5.8 -1.2 -0.0826
C 3.255 -5.840 0.564 -3.9 0.4 -0.5 -0.0462
H 5.931 -4.552 0.367 -2.1 -0.2 0.0 0.1017
H 5.533 -4.526 2.076 -1.6 1.2 -2.5 0.1672
H 5.268 -3.041 0.929 -0.5 -0.7 0.4 0.0726
H 3.758 -6.286 -0.269 0.8 0.2 -0.6 0.0651
H 2.091 -5.762 0.199 2.8 -0.5 1.4 0.1338
H 3.423 -6.530 1.399 -0.4 0.2 0.0 0.0900
C 6.779 0.082 -0.102 1.0 -4.9 -1.1 -0.0700
C 5.831 0.913 0.624 -4.5 1.3 4.2 -0.4266
O 5.828 1.279 1.857 1.0 -1.5 -4.9 0.0036
C 4.507 1.178 -0.213 1.3 0.8 -0.6 -0.0241
H 6.386 -0.443 -1.147 0.7 1.8 2.8 0.1429
H 7.279 -0.861 0.488 -1.3 2.6 -1.0 0.1361
H 7.554 0.753 -0.349 1.4 0.6 -0.6 0.0593
H 3.830 0.309 -0.071 0.5 0.5 -0.2 0.0886
H 4.806 1.336 -1.287 -0.5 -0.6 0.9 0.0789
H 3.987 2.123 0.020 0.3 -0.6 0.5 0.0526
C -4.055 -2.404 0.687 2.3 -1.8 -0.2 -0.0299
C -4.763 -3.139 1.786 0.0 -3.7 2.9 -0.3159
O -4.108 -4.030 2.564 -3.9 5.3 -4.6 -0.0467
C -6.318 -2.883 1.946 -0.7 1.8 1.9 -0.0438
H -4.103 -1.346 0.599 -0.2 1.2 1.2 0.0530
H -4.211 -2.574 -0.404 -0.5 -1.2 0.8 0.1014
H -3.039 -2.790 0.951 -0.1 1.0 -0.9 0.0762
H -7.060 -3.217 1.169 1.3 0.1 0.5 0.0888
H -6.713 -1.821 2.324 1.7 -1.1 -1.9 0.1171
H -6.637 -3.218 2.922 0.1 -1.7 0.1 0.0450
C -2.144 5.675 -1.128 -6.2 1.3 -10.5 -0.0057
C -1.054 5.444 -2.125 0.0 -0.7 0.6 -0.4621
O 0.106 5.368 -1.739 -0.8 0.2 -0.8 0.0403
C -1.509 5.115 -3.548 4.6 0.7 -0.3 -0.0142
H -2.725 6.643 -1.198 0.9 -0.8 -0.3 0.1225
H -1.949 5.517 -0.277 4.1 -1.4 12.0 -0.0733
H -3.015 4.880 -1.101 1.4 1.2 -1.3 0.1304
H -1.476 6.044 -4.159 -0.3 -0.5 0.4 0.0949
H -2.450 4.670 -3.501 -1.4 -0.9 -0.4 0.0300
H -0.604 4.466 -3.956 -2.2 1.1 0.5 0.1186
```
Forces are in eV/Å.

## Properties
Energy relative to the best compared isomer or geometry (same formula, charge and spin) = 431.5 kcal per mole
Multiplicity = 1
Structure (SMILES) = CCOC(C)=O.CCOC(C)=O.CCOC(C)=O.CC(C)=O.CC(C)=O.CC(C)=O.CC(C)=O.CC(C)=O.CC(C)=O.CC(C)=O.CC(C)=O
E_HOMO = -9.0 eV
Calculated total energy = -67145.93187 eV

=====

(2)
Computed, not measured: a structure of composition C36H73Br18I2NOP, with ωB97M-V/def2-TZVPD.

```
132
Properties=species:S:1:pos:R:3:forces:R:3:lowdin_charge:R:1
C -4.122 -0.183 2.649 -0.2 -0.7 -0.3 -0.0920
C -4.008 -1.724 2.639 0.3 0.5 0.2 -0.2489
C -2.610 -2.218 3.033 -0.8 -0.1 -0.6 -0.2234
C -2.431 -3.662 2.571 0.4 -0.1 1.0 -0.2061
C -0.989 -4.162 2.635 0.0 0.6 -0.6 -0.2120
C -0.007 -3.161 1.972 -0.3 -1.0 0.8 -0.2364
C 0.851 -2.476 3.050 0.6 0.1 -1.2 -0.2007
C 1.409 -1.094 2.631 -0.3 -0.4 0.9 -0.2010
C 2.943 -1.069 2.600 -1.4 0.1 -0.9 -0.1809
C 3.420 -1.869 1.366 0.9 0.3 0.9 -0.1826
C 3.958 -1.020 0.196 -1.1 -0.6 -0.2 -0.1695
C 3.226 0.303 -0.113 0.1 0.0 -0.7 -0.2165
C 2.624 0.413 -1.555 0.1 0.1 0.6 -0.3059
P 0.834 0.157 -1.555 0.6 -0.2 -0.6 0.8472
N 0.590 -1.431 -1.086 0.6 0.3 -0.2 -0.0977
C 0.073 1.348 -0.398 0.4 0.4 0.0 -0.3247
O -0.877 2.158 -1.025 -0.2 -0.4 0.2 -0.2590
C -1.482 2.989 -0.032 -0.3 0.1 0.2 -0.1256
C 0.179 0.308 -3.228 2.0 0.7 0.6 -0.8291
I 1.551 1.082 -4.659 -0.2 -0.1 0.2 0.9930
C -1.034 -0.015 -3.574 -1.7 -0.3 0.2 -0.8173
C -1.614 0.040 -4.925 -0.4 -0.6 -0.3 -0.1853
I -2.403 -0.696 -2.091 0.0 0.1 -0.4 1.0111
H -4.947 0.148 3.262 -0.1 0.2 0.2 0.0646
H -3.202 0.274 2.992 0.2 0.2 0.2 0.0553
H -4.319 0.152 1.636 0.0 0.3 -0.2 0.0579
H -4.208 -2.081 1.632 -0.1 -0.1 -0.1 0.0929
H -4.760 -2.162 3.287 -0.1 -0.2 0.1 0.1060
H -1.914 -1.533 2.551 0.3 -0.1 0.0 0.0896
H -2.477 -2.138 4.109 0.1 0.1 0.2 0.1226
H -2.856 -3.807 1.584 0.1 0.1 -0.3 0.1084
H -3.018 -4.281 3.250 -0.3 -0.2 -0.1 0.1155
H -0.680 -4.289 3.667 0.0 -0.2 0.3 0.1010
H -0.908 -5.131 2.153 -0.1 -0.2 0.0 0.0760
H 0.593 -3.756 1.286 0.4 0.2 -0.2 0.0661
H -0.577 -2.463 1.374 0.0 0.4 -0.2 0.0786
H 0.315 -2.433 3.989 -0.2 0.2 0.2 0.1072
H 1.713 -3.129 3.216 -0.1 0.0 0.3 0.0488
H 1.001 -0.849 1.657 0.0 0.2 -0.4 0.0648
H 1.003 -0.351 3.317 0.1 0.2 0.0 0.1051
H 3.213 -0.022 2.512 0.6 0.1 0.2 0.0749
H 3.280 -1.477 3.545 0.4 0.0 0.1 0.1139
H 4.251 -2.488 1.692 0.1 -0.3 -0.1 0.1089
H 2.654 -2.582 1.072 -0.3 0.0 -0.2 0.0821
H 3.881 -1.641 -0.696 0.2 -0.2 -0.2 0.0875
H 5.019 -0.876 0.338 0.2 0.4 0.1 0.1119
H 2.443 0.555 0.596 0.1 -0.1 0.4 0.0775
H 3.962 1.093 -0.071 0.0 0.3 0.3 0.0245
H 3.094 -0.314 -2.210 -0.1 -0.2 -0.2 0.0782
H 2.857 1.381 -1.979 -0.1 0.3 0.0 0.0552
H 1.393 -1.736 -0.532 -0.2 -0.1 0.3 0.0386
H 0.658 -1.975 -1.947 -0.4 -0.3 0.2 -0.0436
H -0.300 0.778 0.459 -0.3 -0.1 0.0 0.1006
H 0.873 1.988 -0.006 0.3 -0.1 0.0 0.1135
H -1.753 2.416 0.854 0.0 -0.3 0.1 0.0588
H -0.812 3.785 0.292 0.0 -0.1 -0.2 -0.0151
H -2.401 3.398 -0.424 -0.1 0.2 -0.4 0.0743
H -1.904 -0.975 -5.193 -0.1 -0.2 -0.1 0.0452
H -0.927 0.398 -5.677 0.1 0.2 -0.1 0.0186
H -2.529 0.616 -4.935 -0.2 0.3 0.0 0.0861
Br -0.428 3.205 3.506 0.1 0.0 0.0 0.6397
C 0.532 4.873 3.788 -0.2 -0.1 0.1 -0.6695
C 0.031 5.975 2.892 0.1 0.1 0.0 -0.6462
Br 0.665 5.763 1.058 0.1 0.1 0.1 0.6798
H 1.583 4.651 3.640 0.1 0.0 0.0 0.0262
H 0.362 5.127 4.831 0.0 0.1 0.0 0.0666
H 0.422 6.935 3.221 0.0 0.0 0.0 0.0651
H -1.054 6.025 2.840 0.0 -0.1 0.0 0.0166
Br -4.633 7.695 4.309 0.1 0.0 0.0 0.6005
C -4.049 8.285 2.545 -0.1 0.1 0.2 -0.6951
C -4.641 7.440 1.454 0.1 0.0 -0.2 -0.7124
Br -3.752 5.710 1.327 0.0 -0.1 0.0 0.6253
H -2.964 8.267 2.550 0.0 0.0 -0.1 0.0338
H -4.392 9.314 2.459 0.0 0.0 -0.1 0.0655
H -4.491 7.911 0.485 0.1 0.0 0.0 0.0262
H -5.699 7.236 1.600 0.3 0.0 -0.1 -0.0811
Br 2.313 -5.791 2.707 0.0 -0.1 0.0 0.7205
C 1.669 -7.614 2.920 0.2 0.1 0.0 -0.6553
C 1.711 -8.358 1.613 -0.2 -0.1 0.0 -0.6747
Br 0.267 -7.810 0.425 0.1 0.1 0.0 0.6305
H 0.672 -7.545 3.342 0.0 0.0 -0.1 0.0555
H 2.336 -8.078 3.643 0.0 0.0 0.0 0.0631
H 1.565 -9.424 1.774 0.0 0.0 0.0 0.0632
H 2.637 -8.200 1.070 0.1 0.0 0.1 0.0408
Br -7.867 7.017 2.632 -0.4 0.0 0.2 0.6920
C -9.598 6.608 1.840 0.2 -0.2 0.1 -0.6718
C -9.519 6.548 0.338 -0.2 0.2 -0.1 -0.6976
Br -9.417 8.326 -0.446 0.1 0.0 0.0 0.6113
H -10.292 7.361 2.198 0.0 0.0 -0.1 0.0523
H -9.878 5.638 2.245 0.0 0.0 0.0 0.0593
H -10.422 6.103 -0.073 0.0 0.0 0.0 0.0581
H -8.652 5.999 -0.015 0.0 0.0 0.1 0.0494
Br 4.935 -5.145 -1.221 -0.1 0.1 0.0 0.6194
C 3.113 -5.827 -1.198 0.2 -0.1 0.0 -0.7186
C 2.472 -5.761 -2.555 -0.2 -0.1 0.1 -0.6793
Br 1.940 -3.936 -2.988 0.1 0.1 -0.2 0.6641
H 2.573 -5.254 -0.452 -0.1 0.0 0.0 0.0132
H 3.199 -6.860 -0.868 0.0 0.0 -0.1 0.0303
H 1.552 -6.342 -2.569 0.0 0.0 0.0 0.0585
H 3.120 -6.095 -3.357 0.0 0.1 0.0 0.0081
Br 5.776 2.938 0.891 0.0 0.0 0.0 0.6638
C 5.115 4.303 2.110 0.1 0.0 -0.1 -0.6819
C 5.476 3.985 3.536 -0.2 0.0 0.2 -0.6845
Br 4.342 2.574 4.254 0.0 0.0 0.0 0.6205
H 4.043 4.375 1.950 0.0 0.0 0.1 0.0332
H 5.589 5.228 1.790 0.0 0.0 0.0 0.0620
H 5.305 4.848 4.175 0.0 0.0 0.0 0.0608
H 6.503 3.652 3.647 0.0 0.0 -0.1 0.0527
Br -1.999 9.304 -0.705 0.0 0.0 0.0 0.6430
C -0.892 8.118 -1.779 0.1 0.0 0.2 -0.6970
C -0.121 8.878 -2.825 -0.1 -0.1 -0.3 -0.6996
Br -1.257 9.396 -4.316 0.0 0.0 0.1 0.6148
H -1.553 7.369 -2.203 0.0 0.0 0.0 0.0537
H -0.214 7.644 -1.073 0.0 0.0 0.0 -0.0038
H 0.652 8.247 -3.258 0.0 0.0 0.0 0.0569
H 0.328 9.787 -2.439 0.0 0.0 0.1 0.0509
Br -4.162 -4.103 -8.128 0.0 0.1 0.0 0.6169
C -2.364 -3.477 -8.523 -0.2 -0.2 -0.1 -0.7017
C -1.320 -4.323 -7.845 0.2 0.2 0.1 -0.6853
Br -1.196 -3.924 -5.942 0.0 -0.1 0.0 0.6044
H -2.320 -2.435 -8.223 0.1 0.0 0.0 0.0447
H -2.265 -3.547 -9.604 0.1 0.0 0.0 0.0599
H -0.333 -4.107 -8.248 0.0 0.0 0.0 0.0587
H -1.518 -5.387 -7.928 -0.1 0.0 0.0 0.0523
Br 4.365 -8.736 -3.427 0.0 0.0 0.0 0.6515
C 6.156 -8.069 -3.811 -0.1 -0.1 -0.2 -0.6773
C 7.205 -8.865 -3.086 0.2 0.1 0.2 -0.6907
Br 7.276 -8.396 -1.201 0.0 -0.1 0.0 0.5995
H 6.164 -7.016 -3.543 0.0 0.0 0.1 0.0265
H 6.274 -8.170 -4.888 0.0 0.0 0.0 0.0610
H 8.194 -8.638 -3.477 0.0 0.0 -0.1 0.0605
H 7.034 -9.935 -3.139 0.0 0.0 0.0 0.0516
```
Forces are in eV/Å.

## Properties
Total charge = +1
Multiplicity = 1
E_HOMO = -11.4 eV
Calculated total energy = -1328303.83152 eV